[1]
78
Properties=species:S:1:pos:R:3:forces:R:3 method="wB97M-V/def2-TZVPD" orbital_gap_ev="5.18 / 5.11" homo_energy_ev="-13.00 / -13.00" charge=+2
Mo 0.641 1.940 1.457 0.09 1.85 -3.90
C 2.984 0.599 4.591 -0.05 0.12 -0.49
C 1.693 0.673 3.844 -1.40 -1.90 2.47
O 1.655 1.355 2.725 2.31 -0.14 2.04
C 0.490 0.111 4.239 2.23 0.36 0.09
C -0.752 0.379 3.638 -1.22 0.91 -1.51
C -1.993 -0.204 4.224 -0.07 0.11 -0.06
N -0.861 1.195 2.563 1.12 -1.92 1.86
N -2.089 1.532 2.161 -2.01 0.90 -1.19
C -2.061 2.314 1.111 -2.00 -1.43 2.28
O -0.855 2.555 0.630 0.28 1.27 -1.09
C -3.237 2.976 0.600 -0.02 0.43 -0.48
C -4.469 2.854 1.258 0.26 -0.11 0.04
C -5.539 3.622 0.852 -0.06 0.03 -0.05
C -5.401 4.509 -0.211 0.16 -0.10 -0.04
C -4.191 4.613 -0.886 -0.08 0.05 -0.05
C -3.111 3.854 -0.487 0.16 -0.26 0.26
H 3.779 0.236 3.934 -0.03 -0.03 0.02
H 2.902 -0.044 5.460 -0.10 -0.07 -0.01
H 3.278 1.599 4.927 -0.08 -0.02 -0.06
H 0.491 -0.524 5.112 0.02 0.08 0.07
H -1.764 -1.094 4.804 0.05 0.02 0.03
H -2.718 -0.429 3.442 0.06 -0.01 0.05
H -2.464 0.530 4.884 -0.01 0.00 0.03
H -4.549 2.173 2.092 -0.08 0.00 0.06
H -6.485 3.550 1.364 -0.05 -0.05 0.06
H -6.237 5.119 -0.517 -0.08 0.04 -0.01
H -4.095 5.296 -1.714 0.01 0.06 -0.08
H -2.155 3.936 -0.987 -0.04 0.08 -0.06
C 0.289 -0.011 -1.825 -0.54 0.08 0.61
P 1.289 0.617 -0.442 0.85 -0.93 -0.94
C 2.172 -0.736 0.371 -0.08 0.29 0.19
C 3.513 -1.042 0.161 -0.13 0.06 -0.08
C 4.115 -2.019 0.940 0.07 0.07 -0.11
C 3.384 -2.702 1.898 -0.09 0.01 -0.01
C 2.042 -2.403 2.100 0.04 -0.04 0.01
C 1.442 -1.406 1.357 0.02 0.02 -0.13
C 2.433 1.814 -1.175 -0.35 -0.12 0.29
C 3.157 1.662 -2.352 -0.09 0.01 0.19
C 3.928 2.718 -2.815 -0.03 -0.17 -0.04
C 3.958 3.919 -2.126 -0.16 0.01 0.26
C 3.218 4.089 -0.958 -0.03 0.28 0.17
C 2.457 3.034 -0.489 -0.44 -0.68 0.30
P -1.201 -1.034 -1.279 0.16 0.05 -0.10
C -1.691 -1.580 -2.958 -0.11 0.03 -0.01
C -1.632 -0.725 -4.058 0.04 -0.16 0.23
C -1.930 -1.199 -5.322 -0.11 -0.08 -0.13
C -2.329 -2.515 -5.498 0.00 0.04 0.05
C -2.445 -3.354 -4.400 -0.08 0.04 -0.11
C -2.138 -2.890 -3.135 0.14 0.20 0.04
C -0.424 -2.596 -0.711 -0.18 0.24 -0.02
C -1.089 -3.281 0.303 0.02 0.24 -0.17
C -0.664 -4.537 0.696 0.06 -0.20 0.10
C 0.438 -5.113 0.086 -0.05 0.04 0.06
C 1.117 -4.424 -0.909 0.16 -0.02 -0.07
C 0.689 -3.174 -1.313 -0.14 -0.06 0.05
H 0.918 -0.561 -2.532 0.14 0.14 0.14
H -0.111 0.882 -2.320 0.10 -0.14 0.03
H 4.076 -0.527 -0.605 0.11 0.07 0.03
H 5.163 -2.237 0.803 0.07 -0.08 -0.07
H 3.859 -3.473 2.486 0.04 -0.05 0.06
H 1.468 -2.942 2.836 -0.06 -0.09 0.10
H 0.398 -1.151 1.508 0.07 -0.11 0.08
H 3.109 0.733 -2.901 0.05 -0.07 -0.07
H 4.501 2.601 -3.721 0.05 0.01 -0.09
H 4.551 4.739 -2.500 0.04 0.06 0.00
H 3.244 5.039 -0.446 -0.04 0.05 0.09
H 1.813 3.149 0.451 1.11 0.93 -0.93
H -1.354 0.312 -3.942 0.07 0.10 -0.02
H -1.849 -0.538 -6.171 -0.04 0.06 -0.10
H -2.565 -2.880 -6.485 0.00 -0.05 -0.11
H -2.768 -4.375 -4.528 -0.06 -0.10 -0.03
H -2.225 -3.551 -2.285 0.03 -0.10 0.01
H -1.957 -2.830 0.764 -0.10 0.02 0.05
H -1.200 -5.074 1.464 -0.05 -0.05 0.06
H 0.761 -6.101 0.371 0.05 -0.11 0.06
H 1.972 -4.877 -1.389 0.08 -0.06 -0.03
H 1.212 -2.673 -2.115 0.02 0.04 -0.10


[2]
13
Properties=species:S:1:pos:R:3:forces:R:3 method="wB97M-V/def2-TZVPD" relative_energy_ev=5.136 orbital_gap_ev=9.96 homo_energy_ev=-8.96 charge=0
C -0.412 1.245 -0.476 0.36 0.14 0.31
N -1.270 -1.208 -0.299 1.94 2.18 -0.71
C 0.007 -0.131 -0.133 -5.71 -3.32 -0.48
N 2.202 0.270 0.346 -1.80 -1.79 0.10
O -2.321 -0.961 0.586 -0.24 0.17 0.33
N 0.954 -0.838 0.194 4.88 2.72 0.73
H -2.070 -1.218 1.489 0.23 0.08 -0.19
H -0.937 -2.165 -0.172 0.28 0.41 0.24
H 2.485 0.546 -0.595 -0.03 -0.46 0.09
H 2.936 -0.297 0.762 -0.07 0.00 -0.31
H -1.485 1.344 -0.321 0.00 -0.16 -0.05
H -0.190 1.436 -1.527 0.01 0.04 0.02
H 0.100 1.974 0.148 0.17 -0.02 -0.09


[3]
139
Properties=species:S:1:pos:R:3:forces:R:3 method="wB97M-V/def2-TZVPD" orbital_gap_ev=7.52 homo_energy_ev=-10.00 charge=+1
C 2.353 -3.243 0.450 1.11 -0.07 0.05
C 3.164 -3.314 1.792 -0.92 -1.60 -0.06
N 4.328 -2.379 1.877 -0.82 -0.23 1.03
N 4.083 -1.122 1.322 0.56 1.50 -2.36
C 4.621 -0.865 0.070 -1.43 1.38 1.75
N 4.267 0.423 -0.249 1.06 -1.11 0.47
C 4.723 0.906 -1.577 -1.25 -0.03 -1.30
C 3.566 0.547 -2.625 -0.57 -0.14 0.51
F 3.987 -0.399 -3.586 -0.07 1.05 0.79
C 3.526 1.037 0.774 -0.64 -2.00 1.57
C 3.009 2.519 0.739 2.11 -0.80 -1.24
C 4.324 3.431 0.823 -0.30 0.34 0.72
C 4.022 4.953 1.100 0.76 0.33 0.00
C 3.181 5.243 2.408 0.95 0.89 -1.36
N 3.908 4.727 3.574 -0.48 -1.15 1.09
C 3.412 3.595 4.213 0.71 -0.89 1.37
C 4.215 3.201 5.360 0.13 3.15 -3.17
C 5.281 4.255 5.340 -1.17 -0.21 -1.25
C 5.066 5.172 4.217 -0.13 -2.28 2.26
C 3.381 0.006 1.792 0.38 1.73 -1.01
C 2.609 0.118 3.138 -0.17 -0.33 -0.37
C 1.031 0.149 2.825 0.89 -0.28 -0.72
C 0.428 -1.310 2.801 0.43 0.99 -0.21
S -1.335 -1.436 3.334 -0.48 -0.16 0.13
C -2.052 0.242 3.517 -0.28 1.48 0.44
S -1.978 0.923 5.034 -0.10 -0.57 -1.27
N -2.683 0.933 2.421 2.63 -1.36 0.66
C -2.416 0.250 1.126 -0.64 -0.69 -1.08
C -2.968 1.008 -0.142 -0.12 -0.78 -0.34
O -2.794 2.437 -0.126 -0.34 -0.43 0.63
C -3.075 3.001 1.152 1.59 0.39 0.81
C -2.170 2.317 2.273 -1.31 1.03 -0.91
H 1.579 -4.059 0.407 0.65 1.10 0.19
H 3.088 -3.456 -0.383 -0.88 0.31 0.70
H 1.925 -2.220 0.300 0.08 -1.03 -0.06
H 3.597 -4.357 1.846 -0.25 1.20 0.02
H 2.495 -3.239 2.701 0.60 0.21 -1.06
H 4.476 -2.226 2.883 0.35 -0.02 -0.57
H 5.209 -1.559 -0.572 -0.68 0.72 0.91
H 4.866 2.010 -1.646 0.08 -1.02 0.62
H 5.675 0.368 -1.814 -0.87 0.60 0.07
H 2.700 0.070 -2.075 0.91 0.46 -0.56
H 3.157 1.479 -3.111 0.73 -1.09 0.10
H 2.572 2.665 -0.292 -0.06 0.00 1.27
H 2.292 2.749 1.561 0.55 -0.48 -0.79
H 4.934 3.372 -0.116 -0.70 -0.03 0.77
H 4.988 3.026 1.644 -0.79 0.49 -0.73
H 3.589 5.471 0.193 0.14 -0.67 1.01
H 5.028 5.449 1.256 -1.03 -0.50 -0.21
H 2.168 4.787 2.285 0.87 0.36 0.66
H 3.067 6.362 2.504 -0.02 -1.20 -0.07
H 2.497 3.133 3.767 0.92 0.54 0.75
H 4.052 2.334 6.031 0.23 0.97 -0.58
H 6.107 4.273 6.085 -0.73 0.29 -0.90
H 5.678 6.048 3.924 -0.81 -0.80 0.12
H 2.868 -0.756 3.806 -0.30 0.81 -0.74
H 2.920 1.031 3.723 -0.16 -0.89 -0.94
H 0.959 0.542 1.767 -0.24 -0.10 1.20
H 0.516 0.858 3.519 0.37 -0.84 -0.45
H 0.485 -1.742 1.763 0.03 0.43 1.13
H 1.031 -1.932 3.513 -0.86 0.38 -0.56
H -1.314 0.070 0.960 -0.88 0.27 0.35
H -2.944 -0.743 1.159 0.70 1.02 -0.21
H -4.035 0.676 -0.350 1.34 0.89 0.61
H -2.364 0.632 -1.021 -0.61 0.42 0.93
H -2.728 4.077 1.122 -0.62 -1.07 -0.22
H -4.155 2.959 1.454 0.85 -0.14 -0.32
H -1.093 2.235 1.925 -1.03 0.47 0.36
H -2.284 2.958 3.182 0.23 -0.99 -0.54
O 0.245 -1.391 -2.574 0.09 -0.19 0.24
C 0.211 -2.444 -3.168 0.27 0.17 -0.32
O -0.100 -3.562 -2.501 -0.31 0.08 0.53
C -0.394 -4.826 -3.115 0.10 -0.32 -0.21
C 0.867 -5.627 -3.357 0.27 0.17 -0.06
C 0.604 -2.544 -4.616 -0.54 0.26 -0.27
H -0.984 -4.692 -4.025 0.13 0.10 0.01
H -1.035 -5.360 -2.413 0.01 0.26 0.11
H 1.537 -5.123 -4.055 -0.09 -0.09 -0.10
H 0.625 -6.612 -3.761 -0.01 0.06 0.02
H 1.418 -5.758 -2.422 -0.13 -0.06 0.01
H 1.673 -2.739 -4.688 -0.08 -0.14 -0.05
H 0.385 -1.590 -5.098 0.16 0.01 0.18
H 0.047 -3.298 -5.166 0.26 -0.20 0.04
O -1.320 3.611 11.296 -0.09 -0.14 -0.43
C -1.964 2.728 10.793 -0.14 0.12 0.47
O -2.140 2.701 9.457 0.41 0.18 -0.30
C -2.691 1.588 8.742 -0.21 -0.10 0.02
C -4.201 1.668 8.683 -0.17 0.06 0.11
C -2.665 1.696 11.638 0.36 -0.47 0.15
H -2.338 0.641 9.157 -0.05 0.08 0.08
H -2.286 1.647 7.731 0.10 0.18 0.16
H -4.646 1.614 9.678 0.03 -0.10 -0.03
H -4.606 0.853 8.079 0.04 0.04 0.01
H -4.514 2.617 8.244 0.08 -0.08 -0.05
H -3.666 2.050 11.884 0.00 -0.05 -0.06
H -2.099 1.567 12.561 -0.11 0.23 -0.03
H -2.717 0.714 11.172 -0.24 0.06 -0.08
O -4.880 -1.206 -0.022 -0.52 -0.49 -0.22
C -5.884 -1.145 -0.693 0.08 0.06 -0.16
O -6.418 -2.261 -1.199 0.19 -0.27 0.44
C -7.716 -2.326 -1.814 -0.31 -0.06 -0.40
C -7.643 -1.993 -3.288 0.15 -0.04 0.35
C -6.502 0.181 -1.054 -0.33 0.25 0.51
H -8.434 -1.700 -1.279 0.14 0.06 0.00
H -8.057 -3.354 -1.688 0.24 0.01 0.19
H -7.304 -0.976 -3.454 -0.16 -0.09 0.09
H -8.621 -2.110 -3.758 0.06 0.04 0.01
H -6.932 -2.652 -3.792 -0.10 -0.03 0.04
H -6.067 0.540 -1.987 -0.09 -0.06 -0.03
H -6.275 0.895 -0.261 0.15 -0.06 -0.12
H -7.586 0.148 -1.134 0.04 -0.05 -0.27
O 2.668 -4.376 -6.235 0.35 -0.19 0.24
C 3.867 -4.323 -6.353 -0.08 0.38 -0.17
O 4.653 -5.071 -5.559 -0.29 -0.41 0.15
C 6.061 -5.253 -5.762 0.24 0.11 -0.03
C 6.860 -4.158 -5.090 -0.03 0.24 0.04
C 4.513 -3.361 -7.315 0.00 -0.23 -0.58
H 6.294 -5.349 -6.824 -0.07 0.10 0.04
H 6.309 -6.213 -5.308 -0.25 0.02 0.02
H 6.637 -3.178 -5.516 0.07 -0.05 -0.07
H 7.930 -4.343 -5.195 -0.06 -0.01 0.00
H 6.615 -4.106 -4.027 0.04 -0.11 -0.05
H 4.696 -2.413 -6.808 0.06 -0.05 0.00
H 3.826 -3.191 -8.144 -0.07 0.08 0.22
H 5.435 -3.737 -7.753 0.13 0.13 0.18
O -7.162 -0.161 -5.345 0.33 0.51 -0.70
C -6.528 0.820 -5.643 0.02 -0.09 0.29
O -5.899 0.877 -6.829 -0.25 -0.26 -0.31
C -5.312 2.068 -7.371 0.17 0.19 0.04
C -3.887 2.246 -6.894 0.12 -0.06 0.19
C -6.345 1.956 -4.670 -0.49 0.36 0.02
H -5.935 2.941 -7.163 0.03 -0.08 0.10
H -5.319 1.941 -8.454 -0.12 -0.20 0.09
H -3.838 2.374 -5.812 -0.03 0.09 -0.04
H -3.430 3.118 -7.366 -0.04 -0.04 0.01
H -3.292 1.363 -7.138 -0.07 0.06 -0.08
H -5.453 1.776 -4.069 0.04 0.07 -0.08
H -7.215 1.988 -4.012 0.13 -0.18 0.01
H -6.287 2.932 -5.146 0.26 -0.02 0.02


[4]
39
Properties=species:S:1:pos:R:3:forces:R:3 method="wB97M-V/def2-TZVPD" relative_energy_ev=0.000 orbital_gap_ev="9.31 / 9.97" homo_energy_ev="-8.79 / -9.49" multiplicity=6 charge=0
H -1.424 0.500 2.898 -0.42 -0.15 -0.08
N -1.371 -0.275 0.956 -2.83 -1.16 1.54
B -1.656 -1.404 -1.259 0.10 0.12 0.26
N -2.194 -1.047 0.166 0.80 1.01 1.01
C -3.316 -1.321 0.858 0.58 0.37 0.07
Mn 0.334 0.397 0.351 2.10 0.40 0.65
H -4.072 -1.915 0.366 -0.12 0.07 0.31
C -3.216 -0.725 2.120 -0.05 -0.09 -0.02
H -3.953 -0.737 2.907 0.01 -0.10 -0.08
C -1.967 -0.081 2.157 -0.19 -0.76 -1.84
H -2.447 -2.043 -1.851 -0.33 -0.29 -0.30
C 3.077 0.696 0.065 -0.59 0.09 -0.16
H 3.848 1.408 0.371 -0.35 0.01 -0.16
H 2.279 1.160 -0.559 0.92 0.09 0.08
H 3.512 -0.129 -0.489 0.05 -0.01 -0.06
N -0.330 -2.193 -1.078 1.16 0.29 1.03
N -1.320 -0.087 -2.022 0.67 1.23 0.51
N 0.685 -1.606 -0.338 0.82 -1.37 -0.92
N -0.462 0.799 -1.408 -0.55 0.97 -2.75
C 0.053 -3.422 -1.478 0.46 0.63 0.61
C -1.723 0.435 -3.197 0.52 0.49 0.78
H -0.644 -4.038 -2.023 0.15 -0.06 -0.05
H -2.444 -0.104 -3.786 0.02 0.06 -0.20
C 1.354 -3.643 -1.021 -0.21 0.31 0.00
C -1.108 1.683 -3.359 0.05 -0.30 0.30
C 1.728 -2.474 -0.332 -1.70 0.07 -0.60
C -0.307 1.878 -2.220 -1.03 -1.79 0.12
H 1.948 -4.527 -1.151 0.04 -0.10 -0.10
H -1.240 2.370 -4.169 -0.03 0.07 -0.25
H 2.677 -2.212 0.125 -0.34 -0.10 0.03
H 0.361 2.680 -1.925 -0.27 -0.08 -0.10
H 2.582 0.317 0.965 0.40 -0.10 0.18
F 2.603 3.781 3.727 -0.71 -0.76 -0.45
C 1.864 2.744 3.277 0.28 -0.31 0.73
F 2.719 1.681 3.119 -0.49 0.75 0.07
F 0.995 2.380 4.275 0.68 0.42 -0.74
C 1.073 3.011 1.949 -0.47 0.54 -0.43
O 1.036 4.125 1.448 0.31 -1.21 0.64
O 0.469 1.936 1.565 0.59 0.73 0.39


no.,E (eV),strongest force on any atom (eV/Å)
1,-66413.5990,4.32
2,-8701.1412,6.62
3,-100190.2868,4.47
4,-65859.4173,3.42